{
  "formula": "C33H39BN11O7SSn",
  "method": "wB97M-V/def2-TZVPD",
  "homo_ha": -0.331,
  "e_lumo_ev": -3.99,
  "gap_ev": 5.0,
  "e_tot_ha": -3047.042092,
  "total_charge": 1,
  "relative_energy_kcal_mol": 0.0,
  "elements": ["Sn", "C", "C", "C", "C", "C", "C", "N", "N", "B", "N", "C", "C", "C", "N", "C", "C", "C", "N", "C", "C", "C", "N", "C", "C", "C", "H", "H", "H", "H", "H", "H", "H", "H", "H", "H", "H", "H", "H", "H", "H", "H", "H", "H", "H", "H", "H", "H", "H", "H", "H", "H", "H", "H", "C", "C", "N", "C", "C", "N", "C", "O", "O", "C", "O", "O", "H", "H", "H", "H", "H", "O", "S", "O", "O", "C", "N", "C", "C", "C", "N", "C", "C", "C", "N", "C", "C", "H", "H", "H", "H", "H", "H"],
  "xyz": [[9.7950, 17.7999, 12.5731], [8.3408, 21.9686, 11.0465], [8.1303, 21.7464, 12.5716], [6.7293, 21.1178, 12.8104], [9.3177, 21.2739, 13.3040], [10.0937, 22.0916, 14.1490], [11.0820, 21.2851, 14.7055], [11.0115, 20.0130, 14.1271], [9.8144, 19.9904, 13.3641], [11.7205, 18.8213, 14.7951], [10.5109, 17.8907, 15.3439], [10.1217, 17.8395, 16.6225], [8.9803, 17.1152, 16.6758], [8.6886, 16.6594, 15.3819], [9.6110, 17.2746, 14.5881], [7.7331, 15.5419, 14.9502], [7.9783, 14.2127, 15.7372], [6.3036, 16.0342, 14.8989], [12.5189, 17.9787, 13.8863], [13.6571, 17.4318, 13.9348], [13.9334, 16.7911, 12.7414], [12.7528, 16.9086, 11.9758], [11.9662, 17.7076, 12.6788], [12.6398, 16.3976, 10.5151], [12.6157, 14.9054, 10.3259], [13.8267, 16.9866, 9.7289], [9.0842, 22.7622, 10.8354], [7.4402, 22.1210, 10.5070], [8.6670, 21.1087, 10.5558], [8.1610, 22.7753, 12.8919], [6.5965, 21.0457, 13.9037], [6.7906, 20.2135, 12.2844], [6.0022, 21.7446, 12.3609], [10.0662, 23.1956, 14.1792], [11.8055, 21.4511, 15.4644], [12.2904, 19.2298, 15.7784], [10.6562, 18.1790, 17.4203], [8.4133, 16.9865, 17.6286], [8.0277, 15.1974, 13.9375], [7.5026, 14.2197, 16.7732], [9.0642, 13.9545, 15.7586], [7.4169, 13.4360, 15.2686], [5.7486, 16.1794, 15.8307], [5.6780, 15.3371, 14.3289], [6.2853, 17.0538, 14.4828], [14.2900, 17.5573, 14.7621], [14.7288, 16.1349, 12.4283], [11.7146, 16.7502, 10.0849], [11.6997, 14.3584, 10.4961], [13.3023, 14.4223, 10.9904], [13.0558, 14.7041, 9.2970], [14.6319, 16.3528, 9.8145], [13.9761, 18.0657, 10.0914], [13.6278, 17.0008, 8.6627], [11.8979, 19.9834, 9.8620], [10.4976, 19.4735, 9.7383], [9.8433, 18.6769, 10.5478], [8.5966, 18.3671, 9.9731], [8.6183, 18.9148, 8.7142], [9.7488, 19.6934, 8.6640], [7.7227, 18.8777, 7.5170], [6.5988, 18.2287, 7.6385], [8.1389, 19.3097, 6.4898], [7.4861, 17.7742, 10.7975], [6.4646, 17.3782, 10.2611], [7.8227, 17.6154, 12.0444], [12.5078, 19.5337, 9.0858], [12.2839, 19.7226, 10.8934], [11.8236, 21.0282, 9.6533], [10.0300, 20.1145, 7.7696], [6.4925, 17.8622, 8.5684], [5.2307, 9.4304, 14.2030], [5.9023, 10.5863, 14.8134], [6.2816, 10.2978, 16.2634], [5.4838, 11.9327, 14.6574], [7.5845, 10.5501, 14.1161], [8.2349, 9.4054, 14.1730], [9.5373, 9.4589, 13.9287], [10.1360, 10.6127, 13.4161], [9.2044, 11.6260, 13.0815], [7.9625, 11.6699, 13.4412], [9.6342, 12.9216, 12.5405], [8.7710, 13.5872, 11.6901], [9.0429, 14.9270, 11.3836], [10.0247, 15.6308, 12.0289], [10.7059, 14.9723, 12.9749], [10.6307, 13.6206, 13.2041], [10.1241, 8.5975, 14.0101], [11.0696, 10.5141, 12.8566], [7.8838, 13.1121, 11.2679], [8.4901, 15.4836, 10.5834], [11.3555, 15.6087, 13.5903], [11.2826, 13.1677, 13.9329]],
  "forces_ev_per_angstrom": [[-0.2, 0.5, -0.6], [1.1, 0.4, 0.8], [-0.7, 1.6, -1.6], [2.4, 1.0, 1.6], [1.2, -2.2, 0.9], [0.9, 0.1, -0.2], [-0.9, -1.6, -2.1], [-1.7, 3.0, 0.9], [1.5, -0.2, -0.2], [-2.2, 0.1, 2.1], [1.9, 2.0, 1.0], [-0.8, -0.9, -2.2], [-2.0, -1.0, 1.5], [-0.1, -0.2, 0.4], [-0.5, -1.3, -0.9], [0.9, -0.4, -0.1], [-0.3, 1.1, 1.7], [-1.0, 0.5, -0.2], [-2.6, 1.2, -1.6], [3.9, -1.6, -0.4], [-0.9, -1.3, -0.8], [2.4, -0.4, -0.5], [-2.7, 0.6, -0.6], [-0.6, 0.9, 0.7], [1.3, -0.9, -1.1], [-2.2, 2.8, 0.4], [-0.5, -0.3, 0.1], [-1.1, 0.9, 0.0], [1.0, -1.8, -0.6], [-0.8, 0.5, 0.5], [-0.4, -0.4, -0.6], [-0.6, -1.8, -0.3], [-0.7, 0.6, -0.3], [-0.3, -1.0, 0.4], [0.5, 0.3, 0.2], [0.2, -0.3, -0.5], [1.6, 1.2, 1.7], [0.5, -0.4, -1.2], [-0.2, 0.8, 0.1], [1.0, 0.3, -1.0], [-0.8, 0.2, 0.2], [-0.3, -0.6, -0.7], [0.6, -0.4, 0.4], [0.2, 0.3, -0.1], [-0.1, -0.5, -0.5], [0.6, 0.1, 1.0], [0.4, 0.3, 0.4], [-0.4, 0.5, 0.0], [-0.5, 0.3, -0.3], [0.7, -0.2, 0.5], [-1.0, 0.0, 1.1], [2.3, -1.0, 0.7], [0.4, -1.7, -0.7], [-0.4, 0.1, -0.2], [-0.6, -1.0, 1.3], [1.1, -0.1, 0.0], [-1.4, -0.8, 1.2], [0.6, 0.8, -0.7], [-0.7, 0.6, 1.0], [-0.1, -0.7, -1.8], [0.2, -0.9, 0.4], [-0.5, -0.4, 1.0], [0.4, 0.9, -0.8], [0.6, -0.9, -1.3], [0.5, 0.7, 0.5], [0.0, 0.2, 0.5], [0.2, -0.1, 0.0], [-0.3, 0.6, -1.3], [0.4, 0.9, 0.3], [-0.1, -0.1, 0.5], [-0.3, 0.2, -0.6], [0.4, 2.1, 0.0], [1.6, -4.3, 4.5], [-0.6, 0.7, -2.9], [-1.1, 1.7, -1.2], [-1.8, 0.3, -1.3], [0.8, 0.1, 1.1], [-0.5, 1.6, -1.0], [-1.2, -0.2, -1.3], [2.8, -0.4, 0.2], [-0.8, -1.3, 1.2], [-0.6, -0.2, 0.7], [0.0, 1.8, -1.2], [-0.2, 0.0, -0.7], [-1.5, -0.2, 0.2], [1.2, 0.5, 0.5], [0.2, 0.6, -0.5], [0.5, -1.5, 0.3], [0.1, 0.4, 0.8], [0.4, 0.0, 0.1], [0.4, -0.7, 1.0], [-0.2, -0.6, -0.2], [-0.1, -0.2, 0.1]],
  "lowdin_charge": [1.406, -0.025, -0.333, 0.000, -0.221, 0.021, 0.001, -0.005, 0.053, -0.503, -0.022, -0.027, 0.028, -0.163, -0.040, -0.337, -0.029, -0.045, -0.003, -0.034, 0.051, -0.241, -0.016, -0.350, -0.051, -0.049, 0.105, 0.079, 0.014, 0.121, 0.105, 0.045, 0.079, 0.137, 0.117, 0.139, 0.113, 0.152, 0.111, 0.118, 0.088, 0.035, 0.091, 0.101, 0.075, 0.142, 0.129, 0.105, 0.062, 0.081, 0.121, 0.056, 0.104, 0.090, 0.046, -0.342, 0.053, -0.094, -0.041, 0.205, -0.492, 0.180, 0.161, -0.542, 0.129, -0.097, 0.087, 0.104, 0.090, 0.204, 0.102, -0.341, 0.448, -0.400, -0.354, -0.320, 0.152, -0.083, 0.013, -0.284, 0.176, -0.124, 0.050, -0.054, -0.045, -0.151, 0.035, 0.099, 0.117, 0.148, 0.135, 0.115, 0.137]
}

---

{
  "formula": "C4H12O4Tl",
  "method": "wB97M-V/def2-TZVPD",
  "homo_ha": -0.831,
  "e_lumo_ev": -19.11,
  "gap_ev": 3.5,
  "e_tot_ha": -631.576060,
  "total_charge": 3,
  "relative_energy_kcal_mol": 42.0,
  "elements": ["Tl", "C", "C", "O", "O", "H", "H", "H", "H", "H", "H", "C", "C", "O", "O", "H", "H", "H", "H", "H", "H"],
  "xyz": [[19.6280, -22.5628, 9.7927], [20.9469, -25.5141, 7.8452], [21.9333, -25.5985, 8.9768], [21.4330, -25.0643, 10.1541], [20.5244, -24.2244, 7.5812], [20.1740, -26.2820, 7.8779], [21.4836, -25.9511, 7.0031], [22.8230, -25.0532, 8.6617], [22.1642, -26.6496, 9.1502], [22.1323, -25.3957, 10.7222], [20.4040, -24.2127, 6.6289], [16.6128, -23.9937, 7.8255], [17.2759, -25.3312, 8.3284], [18.1803, -25.1491, 9.4560], [17.5814, -23.0428, 7.6320], [15.8877, -23.7091, 8.5880], [16.1018, -24.0634, 6.8652], [17.8623, -25.8188, 7.5496], [16.3984, -25.9591, 8.4827], [18.4510, -26.0008, 9.8066], [17.3884, -22.6119, 6.7962]],
  "forces_ev_per_angstrom": [[0.1, 0.6, 0.4], [2.3, 1.0, 0.0], [-2.6, -1.0, -0.1], [0.4, 0.3, -0.6], [-0.3, -0.9, 0.1], [-0.8, -0.5, 0.7], [0.1, 0.1, -1.0], [0.9, 0.2, -0.4], [0.6, -0.3, 0.0], [0.1, 0.3, 1.9], [-0.3, 0.7, -0.8], [1.8, -0.7, -1.5], [-0.8, 0.5, 1.6], [-1.1, 0.5, -2.3], [0.6, 0.1, 1.0], [-0.5, 0.1, 0.8], [-0.6, -0.9, 0.2], [0.0, 0.5, -1.0], [0.4, -0.7, 0.9], [-0.4, -0.8, 0.8], [0.1, 0.9, -0.6]],
  "nbo_charge": [1.034, -0.144, -0.134, -0.507, -0.524, 0.311, 0.303, 0.331, 0.273, 0.537, 0.534, -0.107, -0.092, -0.556, -0.504, 0.339, 0.274, 0.281, 0.275, 0.534, 0.542]
}

---

{
  "formula": "C2H4P2S2",
  "method": "wB97M-V/def2-TZVPD",
  "homo_ha": [-0.244, -0.315],
  "e_lumo_ev": [-0.11, -2.45],
  "multiplicity": 3,
  "s2": 2.04,
  "gap_ev": [6.5, 6.1],
  "e_tot_ha": -1557.522296,
  "relative_energy_kcal_mol": 30.1,
  "elements": ["C", "C", "P", "P", "S", "S", "H", "H", "H", "H"],
  "xyz": [[-0.3306, 0.3622, 0.5055], [0.0841, -1.4005, -1.5891], [-0.1527, 0.7772, 2.3481], [0.0054, -1.4463, 0.0859], [0.3355, -2.4139, -2.9683], [0.0474, -0.3454, -2.9845], [-1.3735, 0.5642, 0.2410], [0.3157, 1.0033, -0.0973], [1.2422, 0.7477, 2.3505], [-0.1737, 2.1516, 2.1082]],
  "forces_ev_per_angstrom": [[0.0, -0.3, 0.0], [0.1, 0.5, -0.2], [-0.3, -0.6, -0.8], [-0.1, 0.2, -0.3], [0.5, -4.1, 0.5], [-0.6, 3.9, 0.5], [0.1, 0.0, 0.0], [-0.1, 0.0, 0.0], [0.5, -0.1, 0.1], [-0.1, 0.5, 0.1]],
  "nbo_charge": [-0.991, -0.868, 0.309, 0.667, 0.261, 0.191, 0.243, 0.241, -0.030, -0.023]
}